[1]
The following is a quantum chemistry calculation of C44H59BN12O3RbS3 as an isolated structure, from the OMol25 dataset.

```
! RIJCOSX wB97M-V def2-TZVPD def2/J DEFGRID3
* xyz -1 1
Rb -1.4056 0.2624 -0.7001
S 0.8173 -0.9126 4.1369
S 1.7918 0.3252 -0.6707
S 2.9690 -2.7107 0.9497
O -7.8413 4.8269 -1.5003
O -0.6133 -2.9580 1.3191
O -6.3148 6.3351 -2.2273
N -3.4475 -1.0689 -2.5961
N -0.9435 -2.4978 -2.0903
N 4.4764 0.4016 -1.2512
N -0.8847 3.3027 -1.0050
N -3.5146 2.3961 -0.9602
N 3.7145 -3.1933 3.5573
N -0.9093 0.0259 -3.6157
N 0.0598 1.5082 3.0687
N 2.0901 0.8927 2.5189
N -4.1280 0.1582 0.5828
N 3.7528 -1.0815 2.9857
N 4.0349 0.3938 0.8949
C 3.6925 -0.9103 -3.1767
C -5.0724 0.7370 -0.1646
C -6.5163 -1.1625 0.0803
C 0.3973 3.5715 -1.2471
C 4.1919 -1.1773 4.2893
C 4.1735 -2.4677 4.6507
C 5.4036 0.4208 0.7381
C 2.0105 -4.9379 3.2574
C -4.3700 -1.0480 1.0886
C -3.2779 -0.6751 -3.9914
C 3.5851 1.6210 -3.2064
C -0.9475 1.8209 5.2846
C -1.8140 3.9110 -1.7492
C -3.2474 3.6043 -1.4602
C -5.8366 2.9811 -0.9493
C -0.1420 5.0671 -3.0156
C 4.3596 0.3900 -2.7308
C -2.1939 0.3844 -4.1996
C -1.4769 4.7974 -2.7718
C -2.1258 0.4320 3.5366
C 3.4567 0.3686 -0.3295
C -5.5616 4.2344 -1.4711
C -4.7925 2.0967 -0.7120
C -5.5434 -1.7527 0.8717
C -0.6761 -1.8465 1.5064
C 4.4102 -5.3328 2.5495
C -4.2366 4.5464 -1.7217
C 3.4688 -2.3284 2.5218
C 3.4831 -4.6581 3.5608
C -3.4259 -2.5015 -2.3237
C 0.6247 2.5348 2.3201
C -6.2819 0.0968 -0.4430
C 5.6868 0.4167 -0.5729
C 0.9979 0.5133 3.2281
C 0.1373 -2.1640 -3.0106
C -6.7010 5.2431 -1.7742
C 0.8206 4.4464 -2.2364
C -1.2350 1.6456 3.7936
C 5.7566 0.4457 -3.3484
C 3.7973 -5.2161 4.9490
C -0.2649 -1.1829 -4.1134
C 1.8666 2.1497 1.9969
C -2.0960 -3.1730 -2.6696
C -1.9784 2.8763 3.2711
B 3.5205 0.3086 2.3741
H 0.5659 -3.0528 -3.5045
H -0.4155 0.9538 5.6714
H 2.5827 1.6355 -2.7854
H -2.1372 0.5831 -5.2833
H -1.8877 1.9356 5.8286
H -0.2765 0.8135 -3.6379
H 2.6074 2.6438 1.3937
H 0.1403 5.7491 -3.8081
H 1.7468 -4.5828 2.2646
H -2.9571 2.9089 3.7489
H -0.3411 2.7145 5.4485
H -1.9806 -3.2213 -3.7556
H 4.2390 -6.4115 2.5659
H 0.9244 -1.7126 -2.4050
H -4.2074 -0.2693 -4.4056
H -2.2922 0.3198 2.4650
H 6.3549 -0.4260 -3.0806
H 3.6482 -0.9429 -4.2678
H 1.1125 3.0354 -0.6328
H 1.3780 -4.4281 3.9867
H 6.2930 1.3525 -3.0646
H -1.6818 -0.4789 3.9298
H 2.6877 -0.9769 -2.7713
H 5.4531 -5.1431 2.8137
H 4.4238 -2.9180 5.5901
H -3.0505 -1.5577 -4.5945
H -1.4620 3.8057 3.5147
H 1.8277 -6.0133 3.3181
H 4.1089 2.5314 -2.9045
H 4.4460 -0.3021 4.8584
H -2.1346 2.8224 2.1917
H 4.2255 -4.9533 1.5474
H 4.8426 -5.0645 5.2231
H -4.2990 -0.6740 -2.2208
H -3.0947 0.6046 4.0099
H 3.5197 1.6071 -4.2967
H -2.1624 -4.2158 -2.3386
H 6.0590 0.4316 1.5902
H 5.6409 0.4505 -4.4322
H -2.5204 1.3127 -3.7204
H -2.2526 5.2532 -3.3707
H -0.9278 -1.6755 -4.8301
H -7.0176 0.5824 -1.0685
H -5.6811 -2.7327 1.3077
H 0.6454 -0.9448 -4.6757
H -0.5628 -3.0213 -1.3137
H -7.4467 -1.6753 -0.1286
H 3.1566 -4.7780 5.7154
H -4.2240 -3.0504 -2.8527
H -6.8696 2.7483 -0.7275
H 3.6101 -6.2899 4.9280
H -3.5822 -1.4727 1.7042
H -3.6118 -2.6253 -1.2537
H 4.2652 -1.7679 -2.8195
H 1.8770 4.6205 -2.3913
H 4.2613 1.0511 2.9896
H 6.6372 0.4296 -1.0677
H -4.0194 5.5349 -2.1034
H 0.0842 3.4140 2.0315
*
```

## Properties
Calculated total energy = -104455.344 eV
Gap between HOMO and LUMO = 6.263 eV
E_LUMO = 1.586 eV
ΔE to the lowest compared entry with this formula, charge and spin = 68.50 kJ/mol



[2]
The following is a quantum chemistry calculation of C44H59BeN6O5 as an isolated structure, from the OMol25 dataset.

```
! RIJCOSX wB97M-V def2-TZVPD def2/J DEFGRID3
* xyz 1 1
O 2.0182 -0.4716 -5.0380
O 6.5264 -2.5870 0.2929
O -2.1319 3.2980 -1.7895
O 0.4631 1.1757 -0.9065
O 2.4711 3.7968 -0.0461
N 2.6507 3.4793 -2.9659
N -0.3948 4.1057 0.6851
N -1.2362 -3.6086 2.7638
N -4.3698 -1.1395 -2.5526
N -5.9495 -0.8444 2.1773
N 2.6774 -0.4939 5.7135
C -3.5946 -0.2206 3.6026
C -0.6138 3.1751 1.6692
C -5.9762 -0.4702 3.4485
C -3.2196 1.7476 -0.4187
C 0.7982 -1.2445 -1.1374
C 5.3135 -2.4872 0.1561
C 4.5942 -2.8066 -1.1375
C -4.9599 -3.5198 -2.3181
C -3.2428 -4.8468 2.4700
C -2.9696 -4.9849 1.0885
C -0.9222 4.8794 3.3346
C -2.6132 -2.8132 -2.4737
C -0.9492 -3.7856 1.4245
C -1.8427 -4.4375 0.5454
C -3.0747 2.5554 -1.6577
C 4.3757 -2.2616 1.3617
C 3.2021 3.7615 2.2128
C -3.0393 -1.4978 -2.4794
C 0.3775 -0.0582 -0.2747
C 2.7614 -0.8865 4.4000
C 3.4569 4.4957 -3.3372
C -0.6884 5.8539 2.3355
C 4.5228 4.3271 -4.2264
C 0.5399 -2.3700 -5.6157
C 3.0401 3.1989 0.8220
C 1.7257 -1.6675 -4.9297
C 1.8589 -0.5060 3.4290
C 4.8054 3.0205 -4.6838
C 3.0221 2.2408 -3.3298
C 3.6123 1.8056 0.6838
C -3.5096 -0.7583 2.2943
C 4.1296 1.9387 -4.1263
C -3.5907 -3.8132 -2.4209
C 1.5388 0.1836 6.0943
C -2.3833 -4.0646 3.2644
C -0.4020 5.4183 1.0698
C 0.7625 0.2016 3.7424
C -4.1597 2.3961 -2.7492
C -4.8322 -0.1011 4.1951
C -0.9011 3.4974 3.0234
C 2.6753 -2.6146 -4.1720
C -5.3106 -2.1579 -2.4363
C 0.6292 0.5581 5.1120
C -4.6969 -1.0458 1.6123
Be 0.4281 3.5467 -1.6501
H 2.4559 4.5527 2.2853
H -2.7107 -0.1573 4.2199
H -4.2398 1.3707 -0.3464
H -6.9826 -0.5741 3.8264
H 4.6957 1.8828 0.7755
H 2.9939 2.9223 2.8765
H -1.5588 -3.0327 -2.5546
H 3.7293 -2.3413 -4.1216
H 5.4818 2.9534 -5.5230
H 0.7848 -3.3227 -6.0854
H 0.2607 -1.2460 -2.0857
H 4.8877 -2.1462 2.3170
H -0.2645 6.1826 0.3191
H -4.1050 -5.3268 2.9089
H -1.6987 -4.5664 -0.5171
H -2.5234 0.9093 -0.3965
H -0.6436 6.9045 2.5818
H 4.4120 0.9740 -4.5213
H -0.6927 -0.1547 -0.0917
H 0.8724 -0.0150 0.6955
H -0.2110 1.1588 5.4276
H -3.8089 2.6886 -3.7389
H -4.6314 -1.3026 0.5653
H 3.7952 -1.3502 1.2193
H -4.9573 3.0808 -2.4607
H 1.8482 -1.2908 -1.4262
H 2.3282 -2.8546 -3.1670
H 3.1860 1.1406 1.4349
H -3.2712 -4.8411 -2.3331
H 3.2486 1.4798 -0.2907
H -6.3592 -1.9322 -2.3099
H 0.6325 -2.1755 -0.5953
H -2.5278 -0.9085 1.8701
H 2.4355 1.3878 -3.0221
H 3.6605 -1.4626 4.2383
H 2.6400 -3.5772 -4.6821
H -2.6360 -4.0233 4.3136
H -1.1210 5.0541 4.3817
H 4.2107 4.1749 2.2196
H 5.1827 -3.4540 -1.7876
H -0.6334 2.1551 1.3147
H -0.0748 -2.6232 -4.7519
H -0.9811 2.7230 3.7720
H 1.9795 -0.6908 2.3718
H -4.4579 1.3514 -2.8375
H 0.0408 -3.4721 1.1279
H 3.7104 -3.1213 1.4425
H -3.6305 -5.5311 0.4319
H -3.0366 2.2894 0.5092
H 1.4821 0.4528 7.1387
H 3.6326 -3.3126 -1.0515
H 4.4140 -1.8482 -1.6244
H -4.9332 0.2145 5.2230
H -0.0158 -1.7271 -6.2982
H 5.0946 5.1368 -4.6551
H 0.0966 0.5573 2.9701
H 3.1725 5.5160 -3.1262
H -2.3409 -0.6746 -2.4471
H -5.7202 -4.2495 -2.0815
*
```

## Properties
Calculated total energy = -66152.022 eV
Gap between HOMO and LUMO = 5.000 eV
E_LUMO = -5.185 eV
ΔE to the lowest compared entry with this formula, charge and spin = 403.54 kJ/mol